{
  "formula": "C39H56N11NaO2P3",
  "method": "ωB97M-V/def2-TZVPD",
  "elements": ["Na", "C", "P", "C", "C", "C", "C", "C", "C", "C", "P", "C", "C", "H", "H", "H", "H", "H", "H", "H", "H", "H", "H", "H", "H", "H", "H", "H", "H", "N", "N", "C", "N", "N", "N", "O", "O", "H", "H", "H", "H", "H", "C", "C", "C", "C", "C", "C", "C", "N", "C", "N", "C", "C", "C", "C", "C", "C", "C", "N", "C", "C", "C", "C", "C", "C", "C", "H", "H", "H", "H", "H", "H", "H", "H", "H", "H", "H", "H", "H", "H", "H", "H", "H", "H", "H", "H", "H", "H", "C", "N", "C", "N", "C", "N", "C", "P", "C", "C", "H", "H", "H", "H", "H", "H", "H", "H", "H", "H", "H", "H", "H"],
  "xyz": [[-0.610, -0.320, 0.742], [-2.443, -3.366, -0.829], [-2.789, -2.034, 0.390], [-4.420, -1.480, -0.273], [-3.480, -2.969, 1.802], [-4.398, -3.997, 1.609], [-5.025, -4.590, 2.686], [-4.760, -4.145, 3.970], [-3.833, -3.141, 4.172], [-3.169, -2.557, 3.098], [-1.811, -1.338, 3.304], [-2.586, -0.170, 4.505], [-0.800, -2.293, 4.528], [-3.316, -3.974, -1.066], [-1.648, -3.992, -0.432], [-2.083, -2.887, -1.740], [-5.113, -2.315, -0.387], [-4.261, -0.997, -1.237], [-4.848, -0.761, 0.423], [-4.624, -4.342, 0.610], [-5.732, -5.390, 2.524], [-5.272, -4.586, 4.812], [-3.633, -2.816, 5.183], [-3.038, -0.691, 5.349], [-3.342, 0.423, 3.994], [-1.807, 0.497, 4.877], [-1.419, -2.767, 5.288], [-0.103, -1.603, 5.001], [-0.227, -3.059, 4.008], [2.090, -1.125, 3.243], [2.030, 0.175, 3.756], [1.076, 1.073, 3.502], [1.039, 2.185, 4.260], [0.155, 0.764, 2.593], [-0.725, 1.627, 2.212], [-0.613, 2.833, 2.394], [-1.687, 1.182, 1.594], [3.040, -1.309, 2.924], [1.468, -1.221, 2.430], [2.585, 0.302, 4.594], [1.829, 2.449, 4.826], [0.430, 2.919, 3.907], [5.025, 1.696, -3.935], [5.658, 0.532, -3.235], [6.867, 0.011, -3.668], [7.470, -1.050, -3.015], [6.869, -1.592, -1.893], [5.657, -1.095, -1.448], [5.031, -0.052, -2.125], [3.809, 0.477, -1.696], [2.748, -0.155, -1.085], [2.708, -1.493, -1.250], [1.955, -2.461, -0.572], [1.040, -2.120, 0.416], [0.374, -3.141, 1.068], [0.601, -4.475, 0.756], [1.507, -4.794, -0.237], [2.195, -3.803, -0.917], [3.157, -4.190, -2.007], [1.847, 0.509, -0.446], [1.945, 1.894, -0.367], [2.379, 2.483, 0.820], [2.437, 3.856, 0.952], [2.096, 4.668, -0.116], [1.704, 4.095, -1.314], [1.607, 2.717, -1.456], [1.164, 2.106, -2.752], [5.656, 2.046, -4.748], [4.869, 2.527, -3.245], [4.057, 1.409, -4.347], [7.345, 0.445, -4.534], [8.414, -1.440, -3.367], [7.347, -2.393, -1.349], [5.202, -1.499, -0.556], [3.732, 1.483, -1.738], [3.388, -1.857, -1.902], [-0.337, -2.911, 1.852], [0.069, -5.258, 1.280], [1.688, -5.830, -0.488], [3.126, -5.267, -2.153], [4.186, -3.920, -1.764], [2.891, -3.718, -2.953], [2.708, 1.838, 1.623], [2.775, 4.302, 1.875], [2.166, 5.740, -0.023], [1.482, 4.733, -2.160], [0.439, 2.741, -3.258], [0.720, 1.127, -2.569], [2.001, 1.974, -3.438], [-2.161, 4.553, -2.733], [-3.368, 2.451, -3.268], [-4.665, 2.641, -2.641], [-4.545, 3.081, -1.271], [-3.904, 4.352, -1.109], [-2.497, 4.289, -1.485], [-1.701, 3.409, -0.686], [-2.245, 1.602, -0.809], [-2.601, 1.394, -2.649], [-4.008, 2.065, -0.393], [-2.820, 5.117, -3.363], [-1.176, 4.304, -3.072], [-3.454, 2.302, -4.267], [-5.263, 1.712, -2.631], [-5.209, 3.406, -3.200], [-3.973, 4.641, -0.055], [-4.406, 5.091, -1.739], [-1.800, 3.676, 0.372], [-0.651, 3.501, -0.958], [-3.125, 0.419, -2.700], [-1.651, 1.284, -3.177], [-4.020, 2.430, 0.637], [-4.658, 1.192, -0.464]],
  "atomic_forces_ev_per_a": [[1.3, -1.7, -1.1], [0.0, 0.2, 0.1], [-0.5, -0.5, -0.6], [0.1, 0.1, 0.0], [0.1, 0.1, 0.1], [0.0, -0.1, 0.0], [-0.1, -0.1, -0.1], [0.0, 0.0, 0.1], [-0.1, -0.1, 0.0], [0.1, 0.1, -0.1], [-0.2, -0.6, 0.9], [0.1, -0.1, -0.2], [-0.1, 0.1, -0.2], [0.0, 0.0, 0.0], [0.1, 0.0, -0.1], [0.1, -0.1, -0.1], [0.0, 0.1, -0.1], [-0.1, 0.0, -0.1], [-0.1, 0.0, 0.0], [-0.1, 0.0, -0.1], [-0.1, -0.1, 0.0], [0.0, 0.0, 0.1], [0.1, 0.0, 0.1], [0.0, 0.1, 0.0], [-0.1, 0.1, 0.0], [0.0, 0.1, 0.1], [0.0, 0.1, 0.1], [0.1, 0.0, 0.1], [0.1, 0.0, 0.0], [-0.1, -0.5, 0.1], [0.0, 0.6, 0.0], [0.8, 0.2, 0.7], [-0.1, 0.3, 0.0], [1.0, -1.4, 0.1], [-0.2, 1.3, 0.5], [-0.1, 1.2, 0.2], [-1.3, 0.7, 0.5], [-0.2, 0.2, -0.1], [0.1, 0.0, -0.3], [-0.2, 0.0, -0.2], [0.0, -0.1, 0.0], [0.3, -0.2, 0.1], [0.0, -0.1, 0.0], [-0.1, -0.1, 0.0], [0.0, 0.0, 0.1], [0.1, -0.1, 0.0], [0.0, 0.0, -0.1], [0.0, 0.0, 0.1], [0.4, -0.2, -0.2], [0.0, 0.5, -0.1], [-0.2, -0.1, 0.1], [0.6, 0.2, -0.7], [-0.7, -1.2, 0.7], [-0.4, 1.4, 0.5], [0.5, -0.8, -0.4], [-0.2, -0.2, 0.3], [-0.1, -0.1, 0.1], [0.2, 0.3, -0.3], [-0.1, -0.1, 0.1], [-0.5, 0.4, 0.0], [0.3, -0.3, -0.1], [0.0, 0.1, 0.1], [0.0, 0.0, 0.0], [0.0, 0.2, 0.0], [0.0, 0.1, 0.1], [0.0, 0.0, 0.0], [0.0, -0.1, 0.0], [0.0, 0.0, 0.0], [0.0, 0.2, 0.0], [-0.1, 0.1, 0.0], [0.0, 0.1, -0.1], [0.1, 0.0, 0.0], [0.0, -0.1, 0.0], [0.0, 0.0, 0.1], [0.0, -0.1, 0.0], [0.0, 0.1, 0.1], [-0.2, -0.1, 0.1], [0.0, -0.2, 0.1], [0.0, -0.1, -0.1], [0.1, 0.0, -0.1], [0.1, 0.0, 0.0], [0.1, 0.0, -0.2], [0.0, -0.1, 0.0], [0.0, 0.0, 0.1], [0.0, 0.1, 0.0], [0.0, 0.1, -0.1], [-0.1, 0.1, -0.1], [0.0, -0.1, -0.1], [0.0, -0.1, -0.1], [-0.8, -0.6, 2.6], [0.0, 0.2, -0.7], [-0.4, 0.0, -0.1], [0.1, 0.5, 0.0], [-1.2, 0.2, 0.3], [0.9, 1.1, -2.9], [0.8, -0.9, 0.6], [-0.4, 0.4, -1.3], [0.4, -0.3, 0.3], [0.2, -0.5, 0.4], [-0.3, 0.1, -0.1], [0.4, -0.1, -0.1], [-0.1, -0.1, 0.0], [0.1, 0.2, 0.0], [-0.1, -0.1, 0.0], [0.1, 0.1, -0.2], [0.1, 0.0, 0.1], [0.1, 0.0, -0.1], [0.0, 0.0, 0.0], [0.2, 0.2, 0.0], [0.0, -0.1, 0.1], [-0.1, -0.1, 0.0], [0.1, 0.0, 0.1]],
  "mulliken_charge": [0.6092, -1.4962, 1.1869, -1.3452, 0.1600, -0.6813, -0.8708, -0.8984, -0.7723, 0.1413, 1.9287, -1.5123, -1.5493, 0.5265, 0.2587, 0.4179, 0.6753, 0.3798, 0.2999, 0.2863, 0.4187, 0.4151, 0.2780, 0.5001, 0.2412, 0.4228, 0.5467, 0.4531, 0.3078, -0.4428, 0.0447, -0.2973, -0.4474, 0.8505, 0.6180, -0.9398, -0.4824, 0.3756, -0.3435, 0.2534, 0.2402, 0.1886, -1.3273, 0.6900, -0.7002, -0.7365, -0.8510, -0.1232, 0.1339, 0.3137, -0.1699, 0.0664, -0.3868, -1.5563, 0.7222, -1.3749, -0.9302, 1.5750, -1.5623, 0.9194, -0.7509, -0.5409, -0.7924, -0.9748, -0.5019, 0.7697, -0.7998, 0.4381, 0.3099, 0.2352, 0.3765, 0.3905, 0.4285, 0.6432, 0.1395, 0.1219, 0.7825, 0.4575, 0.3191, 0.4089, 0.2853, 0.3548, 0.5455, 0.4409, 0.4699, 0.4967, 0.3469, 0.0935, 0.0584, 0.0714, -0.1710, -0.9665, 0.3303, -1.0126, 0.4882, -0.7042, 1.5603, -1.4839, -1.6427, 0.2947, 0.1214, 0.3495, 0.3983, 0.3731, 0.3326, 0.3511, 0.7300, -0.5955, 0.4616, 0.6302, 0.4530, 0.4304],
  "de_lowest_kj_mol": 118.3,
  "charge": 1,
  "homo_lumo_gap_ev": 4.383,
  "e_tot_ev": -94110.50976,
  "e_lumo_ev": -3.54
}